The following is a DFT calculation (ωB97M-V with the def2-TZVPD basis set) of C12H18FKNO3S as an isolated structure in a non-equilibrium geometry.

Properties
- net charge = +1
- orbital gap (eV) = 7.851
- HOMO (eV) = -11.4633
- 2S+1 = 1

```
37
C12H18FKNO3S ωB97M-V with the def2-TZVPD basis set
C 4.19264 -2.13244 0.13767
O 3.59051 -0.97244 -0.42722
C 3.43522 0.07575 0.48974
C 2.68321 1.17530 -0.25160
C 1.22496 0.72819 -0.43260
N 0.24820 1.82142 -0.28105
C -1.02815 1.62494 -1.03573
C -1.71598 0.29074 -0.89213
C -1.29218 -0.84393 -1.58593
C -1.95430 -2.05398 -1.45715
C -3.07246 -2.14340 -0.63994
C -3.53902 -1.01986 0.04447
C -4.77112 -1.12149 0.90274
C -2.84846 0.18314 -0.08842
S -0.04679 2.38173 1.24699
O 0.43227 3.72665 1.33647
O -1.35155 2.14196 1.72274
F 0.95181 1.55908 2.20990
H 3.45764 -2.92555 0.23158
H 4.61440 -1.93603 1.11760
H 4.97977 -2.48068 -0.51818
H 4.41745 0.42358 0.82935
H 2.83067 -0.27097 1.33161
H 2.73187 2.09055 0.32304
H 3.18608 1.28875 -1.20237
H 1.00022 -0.11859 0.20564
H 1.13103 0.39911 -1.45468
H -0.81363 1.81508 -2.07997
H -1.71699 2.39205 -0.71187
H -0.44536 -0.77149 -2.25035
H -1.61099 -2.91862 -1.99694
H -3.60738 -3.07266 -0.53994
H -5.40660 -0.26068 0.73234
H -5.34641 -1.98206 0.58571
H -4.53787 -1.21299 1.95522
H -3.22882 1.03665 0.44774
K 3.22610 3.08321 1.99551
```